i) Density functional theory data (ωB97M-V with the def2-TZVPD basis set) for 2 unconnected molecules or ions with the total composition C4H8N3.

## Properties
- HOMO level (eV) = -15.11
- gap between HOMO and LUMO (eV) = 10.59

```
! RIJCOSX wB97M-V def2-TZVPD def2/J DEFGRID3
* xyz 1 1
C 0.45983 -0.23771 1.43324
C 0.14890 -2.14800 -2.13240
C -0.39539 1.69514 1.91191
C -0.48545 1.45734 0.45731
N 0.22502 0.52023 2.41947
N 0.03429 0.30089 0.20277
N 0.29668 -0.90375 -2.05809
H 0.93492 -1.19635 1.49546
H 0.24879 -2.72732 -3.04486
H 0.21108 2.57532 2.16376
H -1.35707 1.88033 2.40316
H -0.90475 2.10723 -0.28697
H -0.09673 -2.70151 -1.23474
H 0.52790 -0.41295 -2.91758
H 0.15199 -0.20889 -0.81242
*
```

ii) Density functional theory data (ωB97M-V with the def2-TZVPD basis set) for a gas-phase ion, C4H8N3 (charge +1).

## Properties
- HOMO level (eV) = -13.45
- SMILES = C[n+]1ccn(N)c1
- gap between HOMO and LUMO (eV) = 9.85

```
! RIJCOSX wB97M-V def2-TZVPD def2/J DEFGRID3
* xyz 1 1
C -2.30945 -0.41256 0.04369
N -0.90742 -0.07141 0.05805
C -0.46094 1.20816 0.04055
C 0.91158 1.21418 0.00111
N 1.37098 -0.04178 -0.00113
N 2.61799 -0.56044 0.06028
C 0.07887 -0.93407 0.08062
H -2.71466 -0.25970 -0.95686
H -2.46148 -1.45163 0.33184
H -2.84764 0.23756 0.73198
H -1.13660 2.03933 0.04181
H 1.55593 2.07399 -0.03190
H 3.33714 0.13213 0.23814
H 2.84984 -1.17503 -0.71187
H 0.11585 -1.99871 0.07368
*
```

Name the least stable of them. ii).

i) Density functional theory data (ωB97M-V with the def2-TZVPD basis set) for a single C20H25NO3 molecule.

## Properties
- HOMO level (eV) = -9.09
- SMILES = C[C@]12CC[C@H]3[C@@H](CC[C@@]45O[C@@H]4C(O)=C(C#N)C[C@]35C)[C@@H]1CCC2=O
- gap between HOMO and LUMO (eV) = 9.34

```
! RIJCOSX wB97M-V def2-TZVPD def2/J DEFGRID3
* xyz 0 1
C -1.17734 0.48759 -2.84323
C -0.51684 -0.91228 -2.88095
C -1.40587 -1.99196 -2.17631
C -1.71384 -1.57894 -0.72410
C -0.26530 -1.41740 0.00513
C 0.76059 -0.52205 -0.80565
C 2.18141 -0.53178 -0.17984
C 2.14067 -0.30741 1.35532
C 0.99315 -1.18599 2.02561
O 1.36872 -2.40780 2.65542
C 1.09240 -1.29665 3.47840
C -0.09326 -1.58677 4.42545
O -0.10160 -1.11061 5.72826
C -1.31202 -1.81807 3.81028
C -2.53775 -1.76770 4.55137
N -3.55650 -1.75139 5.10090
C -1.37120 -2.12755 2.28761
C -0.40910 -1.10623 1.52668
C -0.92914 0.39288 1.65658
C 0.90266 -0.93716 -2.24689
C 1.84354 -0.42239 -3.37351
C 1.08703 -0.76026 -4.68550
C -0.24108 -1.22934 -4.30184
O -0.96184 -1.65906 -5.12615
H -1.11647 1.06355 -1.88255
H -2.21357 0.33576 -3.14382
H -0.71966 1.15690 -3.57268
H -1.01737 -3.07169 -2.24492
H -2.39300 -1.95952 -2.71882
H -2.35984 -0.67921 -0.64617
H -2.23485 -2.42233 -0.26464
H 0.17415 -2.42123 0.08072
H 0.44475 0.48357 -0.70537
H 2.63993 -1.47347 -0.32358
H 2.85549 0.25562 -0.57692
H 2.98330 -0.52652 1.98321
H 1.81263 0.73661 1.46071
H 2.01222 -1.07743 3.94390
H -0.98215 -0.86413 6.15181
H -1.07306 -3.20237 2.18236
H -2.36300 -2.05348 1.92626
H -1.21703 0.54313 2.66426
H -1.68324 0.61704 0.92618
H -0.22122 1.16066 1.41221
H 1.24672 -1.95004 -2.08605
H 1.92625 0.75894 -3.31613
H 2.78880 -0.87990 -3.12169
H 1.16236 -0.00648 -5.46551
H 1.51024 -1.71960 -5.07477
*
```

ii) Density functional theory data (ωB97M-V with the def2-TZVPD basis set) for a single C20H25NO3 molecule.

## Properties
- HOMO level (eV) = -7.72
- SMILES = COc1ccc(OCCOCCN2CCc3ccccc3C2)cc1
- gap between HOMO and LUMO (eV) = 8.54

```
! RIJCOSX wB97M-V def2-TZVPD def2/J DEFGRID3
* xyz 0 1
C 0.43797 -2.75812 -4.29628
O -0.14023 -1.47790 -4.25277
C -0.67018 -1.04879 -3.06866
C -0.67484 -1.77150 -1.88622
C -1.23895 -1.23859 -0.73646
C -1.81540 0.02145 -0.75331
O -2.40542 0.63263 0.31571
C -2.43273 -0.05481 1.55276
C -3.15713 0.83405 2.57259
O -2.29883 1.58670 3.38944
C -1.45917 2.51499 2.72154
C 0.01881 2.18182 2.96592
N 0.50311 1.10670 2.11975
C 1.59312 0.35044 2.70672
C 1.76641 -0.94748 1.92433
C 1.96716 -0.66077 0.46515
C 2.59996 -1.57829 -0.36308
C 2.78984 -1.30659 -1.70448
C 2.33511 -0.11062 -2.23502
C 1.70106 0.80419 -1.41732
C 1.51361 0.54124 -0.06585
C 0.87594 1.58930 0.80327
C -1.81047 0.74795 -1.94580
C -1.24668 0.22236 -3.08376
H -0.29754 -3.53928 -4.07578
H 1.27675 -2.84264 -3.59845
H 0.80034 -2.88425 -5.31560
H -0.23585 -2.75475 -1.83153
H -1.21722 -1.82837 0.16547
H -1.40954 -0.24036 1.90321
H -2.97128 -1.00461 1.43795
H -3.85227 1.48741 2.02525
H -3.72567 0.21522 3.27006
H -1.66624 3.50700 3.14416
H -1.68262 2.53585 1.65335
H 0.10101 1.86945 4.00927
H 0.61768 3.10074 2.83455
H 1.34447 0.12236 3.74597
H 2.54040 0.91951 2.69525
H 2.61168 -1.51477 2.31977
H 0.86700 -1.55796 2.04926
H 2.95401 -2.51026 0.05584
H 3.30130 -2.02188 -2.33321
H 2.47399 0.10755 -3.28320
H 1.34616 1.73844 -1.82770
H -0.01783 1.97067 0.30272
H 1.58947 2.43694 0.88731
H -2.26110 1.72823 -1.95505
H -1.23915 0.77941 -4.00705
*
```

Name the least stable of them. i).

i) Density functional theory data (ωB97M-V with the def2-TZVPD basis set) for a single H3NO3Si molecule.

## Properties
- HOMO level (eV) = -10.86
- SMILES = O=[N+]([O-])[SiH2]O
- gap between HOMO and LUMO (eV) = 10.75

```
! RIJCOSX wB97M-V def2-TZVPD def2/J DEFGRID3
* xyz 0 1
O 1.90524 1.16448 0.03291
N 1.31167 0.14176 0.25655
O 1.74352 -0.99087 0.06573
Si -0.51098 0.07746 0.36784
O -0.90849 0.05807 -1.21495
H -1.05925 1.23807 1.02977
H -0.85432 -1.27522 0.94555
H -1.62737 -0.41375 -1.48338
*
```

ii) Density functional theory data (ωB97M-V with the def2-TZVPD basis set) for 2 unconnected molecules or ions with the total composition H3NO3Si.

## Properties
- HOMO level (eV) = -9.65
- SMILES = O=[SiH2].O=NO
- gap between HOMO and LUMO (eV) = 8.51

```
! RIJCOSX wB97M-V def2-TZVPD def2/J DEFGRID3
* xyz 0 1
O 0.60686 -0.28700 1.01662
Si 1.77701 -0.43800 0.07696
H 2.65689 0.67651 0.12671
H 2.13060 -1.66777 -0.59284
O -2.63454 0.47800 -1.45618
N -1.65366 0.56751 -0.77436
O -1.90872 0.49313 0.56320
H -0.97445 0.17762 1.03989
*
```

Name the least stable of them. ii).